# 1
{
  "formula": "C28H43N4O5S3",
  "method": "ωB97M-V/def2-TZVPD",
  "e_homo_ev": -1.48,
  "total_charge": -1,
  "e_tot_ha": -2882.3709,
  "max_force_ev_per_a": 1.53,
  "spin_multiplicity": 1,
  "gap_ev": 2.068,
  "symbols": ["C", "C", "C", "C", "N", "C", "C", "C", "C", "C", "S", "C", "S", "N", "C", "C", "C", "C", "C", "C", "C", "C", "C", "C", "C", "C", "N", "C", "C", "N", "C", "O", "C", "C", "C", "H", "H", "H", "H", "H", "H", "H", "H", "H", "H", "H", "H", "H", "H", "H", "H", "H", "H", "H", "H", "H", "H", "H", "H", "H", "H", "H", "H", "H", "H", "H", "H", "H", "H", "H", "H", "H", "H", "H", "H", "H", "H", "H", "O", "S", "O", "O", "O"],
  "coordinates": [[-1.2261, 4.8501, 3.1584], [0.1998, 4.6210, 3.6603], [1.0594, 4.3165, 2.4235], [0.8461, 2.8485, 2.0358], [1.1162, 2.5370, 0.6079], [0.0478, 1.9053, -0.1158], [0.4920, 0.5924, -0.8764], [1.9966, 0.4401, -1.0289], [2.3781, -0.9346, -1.5959], [2.2745, -2.0229, -0.5344], [3.2274, -3.5371, -0.7551], [2.3120, -4.4661, -1.9430], [1.4089, -3.7761, -3.1240], [2.4821, -5.8420, -1.8805], [3.3212, -6.3831, -0.8251], [4.5534, -6.9001, -1.1913], [5.3935, -7.4635, -0.2355], [4.9931, -7.5062, 1.0932], [3.7521, -6.9897, 1.4560], [2.9147, -6.4289, 0.5057], [1.2842, -6.6439, -2.0329], [1.3717, -7.7951, -2.7997], [0.2657, -8.6245, -2.9444], [-0.9343, -8.2903, -2.3264], [-1.0116, -7.1435, -1.5449], [0.0924, -6.3166, -1.3973], [-0.1701, 0.4513, -2.1626], [-1.5910, 0.6681, -1.9751], [-1.9036, 2.1399, -1.6418], [-0.6598, 2.8226, -1.1340], [-1.0498, 4.1440, -0.4799], [-2.2179, 4.6126, -1.0293], [-3.1116, 5.1953, -0.0171], [-4.3595, 5.7036, -0.6994], [-4.2437, 7.1452, -1.2010], [-1.9807, 4.4971, 3.8492], [-1.3848, 4.3073, 2.2373], [-1.4277, 5.9136, 3.0441], [0.5939, 5.4582, 4.2298], [0.2268, 3.7620, 4.3345], [2.1254, 4.4606, 2.6220], [0.7798, 4.9770, 1.6008], [1.4833, 2.2532, 2.6898], [-0.1837, 2.5739, 2.2670], [1.5102, 3.3428, 0.1454], [-0.7581, 1.6363, 0.5644], [0.1207, -0.2205, -0.2472], [2.3614, 1.2061, -1.7231], [2.4971, 0.6045, -0.0783], [3.3882, -0.8958, -2.0039], [1.7224, -1.1501, -2.4321], [2.6996, -1.6288, 0.3927], [1.2401, -2.2806, -0.3116], [4.8465, -6.8716, -2.2313], [6.3471, -7.8692, -0.5424], [5.6285, -7.9580, 1.8418], [3.4429, -7.0464, 2.4903], [1.9448, -6.0502, 0.7960], [2.3028, -8.0545, -3.2841], [0.3425, -9.5236, -3.5397], [-1.8060, -8.9192, -2.4413], [-1.9432, -6.8993, -1.0548], [0.0377, -5.4243, -0.7883], [0.2195, 1.0832, -2.8535], [-2.1471, 0.3759, -2.8631], [-1.9225, 0.0322, -1.1559], [-2.6619, 2.2064, -0.8680], [-2.2394, 2.6500, -2.5372], [-0.0590, 3.0137, -1.9321], [-1.1144, 3.9718, 0.5855], [-0.2295, 4.8436, -0.6653], [-3.3637, 4.4140, 0.7004], [-2.5794, 5.9959, 0.4937], [-5.1655, 5.6317, 0.0290], [-4.5760, 5.0470, -1.5431], [-3.6460, 7.7533, -0.5249], [-3.7475, 7.1676, -2.1735], [-5.2280, 7.5904, -1.3211], [-4.0595, 6.2246, 4.3870], [-4.6147, 5.2221, 5.3635], [-5.1002, 4.0342, 4.5905], [-5.7227, 5.8224, 6.1421], [-3.5040, 4.7900, 6.2697]]
}

***

# 2
{
  "formula": "C28H44AsN6OS5V",
  "method": "ωB97M-V/def2-TZVPD",
  "e_homo_ev": [-12.16, -12.24],
  "total_charge": 2,
  "e_tot_ha": -6667.3440,
  "max_force_ev_per_a": 1.07,
  "spin_multiplicity": 3,
  "gap_ev": [7.300, 7.778],
  "symbols": ["V", "N", "C", "C", "N", "C", "C", "N", "C", "C", "N", "H", "H", "H", "H", "H", "H", "H", "H", "H", "H", "H", "H", "H", "H", "H", "H", "H", "H", "C", "C", "C", "C", "N", "C", "S", "N", "C", "H", "H", "H", "H", "H", "H", "H", "H", "C", "As", "C", "C", "S", "H", "H", "H", "H", "H", "H", "H", "H", "H", "O", "C", "C", "C", "C", "C", "S", "C", "C", "C", "C", "S", "C", "C", "C", "C", "S", "H", "H", "H", "H", "H", "H", "H", "H", "H"],
  "coordinates": [[-0.2161, 0.2160, -0.5388], [-2.2415, -0.1480, 0.1209], [-3.4493, 0.6227, -0.2682], [-3.4756, 0.8649, -1.7722], [-2.3372, 1.5421, -2.3342], [-0.3320, 1.4630, -4.0307], [0.8290, -0.7371, -3.0198], [1.5862, -0.0880, -1.9242], [-2.1405, 2.8941, -1.8728], [-1.3192, 3.1266, -0.6034], [-0.0206, 2.3901, -0.6201], [-2.4014, -1.1290, -0.1072], [-2.1470, -0.1262, 1.1384], [-3.4314, 1.5587, 0.2885], [-4.3441, 0.0837, 0.0529], [-4.4155, 1.3944, -1.9941], [-3.5680, -0.1127, -2.2667], [0.7335, 1.4501, -4.2609], [-0.6123, 2.4455, -3.6661], [1.3456, -0.7264, -3.9831], [0.6528, -1.7739, -2.7299], [2.0715, 0.7412, -2.2542], [2.3026, -0.7117, -1.5581], [-3.1089, 3.3871, -1.6987], [-1.6765, 3.5029, -2.6666], [-1.8485, 2.7953, 0.2851], [-1.1267, 4.1949, -0.4717], [0.4778, 2.6411, 0.2354], [0.5397, 2.7404, -1.3946], [-1.5751, 1.8435, 7.2588], [-0.5718, 1.4702, 6.2226], [0.6637, 0.9352, 6.4585], [1.4861, 0.6532, 5.3536], [1.1151, 0.8853, 4.0990], [-0.0951, 1.3875, 3.8692], [-0.7208, 1.7077, 2.3157], [-0.9107, 1.6753, 4.9286], [2.8351, 0.0476, 5.5431], [-1.1730, 1.6809, 8.2546], [-2.4780, 1.2416, 7.1448], [-1.8502, 2.8943, 7.1599], [0.9957, 0.7468, 7.4678], [-1.8120, 2.0726, 4.6957], [3.1785, 0.1160, 6.5726], [3.5461, 0.5247, 4.8714], [2.7800, -1.0061, 5.2579], [-0.7113, -0.4043, -6.5058], [-1.3113, 1.2080, -5.6729], [-3.1822, 1.0843, -5.3204], [-0.9755, 2.6896, -6.8349], [-0.8205, 0.1432, -2.8840], [-1.2536, -0.5352, -7.4411], [-0.9166, -1.2439, -5.8438], [0.3560, -0.3406, -6.7112], [-3.7063, 1.0898, -6.2752], [-3.4747, 1.9248, -4.6961], [-3.3748, 0.1576, -4.7842], [-1.4716, 2.5057, -7.7866], [0.0957, 2.7975, -6.9968], [-1.3738, 3.5970, -6.3842], [0.4307, -1.0882, 0.4347], [1.4106, -2.0105, 0.9400], [0.7045, -2.8581, 1.9778], [1.0068, -4.1359, 2.3434], [0.2012, -4.6060, 3.4167], [-0.6943, -3.6717, 3.8320], [-0.5551, -2.2138, 2.9491], [2.5493, -1.2192, 1.5501], [2.9292, 0.0672, 1.3114], [4.1327, 0.4238, 1.9758], [4.6390, -0.6079, 2.7043], [3.6415, -1.9890, 2.6297], [1.8770, -2.8900, -0.2012], [1.1045, -3.7500, -0.9298], [1.8346, -4.4243, -1.9419], [3.1507, -4.0670, -1.9527], [3.5070, -2.9125, -0.7488], [1.7675, -4.7277, 1.8541], [0.2748, -5.5949, 3.8430], [-1.4416, -3.7743, 4.6023], [2.3672, 0.7560, 0.6969], [4.5984, 1.3960, 1.9135], [5.5413, -0.6217, 3.2942], [0.0568, -3.9185, -0.7205], [1.4137, -5.1633, -2.6074], [3.9327, -4.4498, -2.5884]]
}